DFT (wB97M-V/def2-TZVPD) results for a structure of composition C20H43ClFNO5PPd in a non-equilibrium geometry.

```
73
Properties=species:S:1:pos:R:3:forces:R:3:mulliken_charge:R:1
C -0.134506 6.666121 -1.388587 -0.077 -0.151 0.056 -1.11
C -0.513793 6.098284 -2.767869 0.003 -0.002 0.058 -0.50
C 0.002335 4.676319 -3.060458 -0.092 -0.138 0.073 -0.43
C -1.088297 3.597091 -3.105534 0.154 -0.042 0.021 -1.04
C -1.376428 2.946913 -1.740928 -0.345 0.095 0.234 -1.22
C -0.842672 1.527231 -1.593389 0.495 0.136 -0.535 0.26
O -1.683569 0.688619 -0.826232 -0.066 0.005 0.184 -0.51
P -0.870609 -0.183359 0.376173 1.345 1.829 0.414 1.05
C -2.781590 -0.655231 1.145831 -1.209 -1.012 0.141 -1.54
C -2.952942 -0.303228 2.602920 -0.109 0.077 -0.058 -0.79
C -3.526622 -1.450496 3.426858 -0.004 0.031 0.088 -0.77
Cl -2.653960 -2.990898 3.206644 0.081 -0.025 -0.011 -0.15
C -1.219701 -2.001989 -0.549008 -0.502 -0.974 -0.415 -1.55
C -2.001072 -1.790475 -1.760875 0.307 -0.227 0.104 1.76
C -2.134148 -3.114085 -2.566335 -0.230 0.063 0.028 -1.00
O -2.453262 -4.195511 -1.742322 -0.191 0.017 0.061 -0.35
C -1.513778 -5.259922 -1.756328 0.076 0.021 0.003 -0.70
O -0.233879 -1.199698 1.519691 -0.192 -0.353 -0.324 0.35
C 1.144079 -1.254366 1.881047 0.203 0.214 0.188 -0.81
C 1.316299 -2.242994 3.027319 -0.061 -0.058 -0.075 -0.94
N 2.602011 -2.924547 2.963341 0.102 -0.013 0.161 -0.29
C 3.727371 -2.128102 3.457661 -0.099 0.054 -0.092 -0.91
C 4.432437 -1.341612 2.342671 0.293 0.057 0.096 1.05
C 5.561695 -2.146438 1.700154 -0.069 0.011 -0.166 -1.35
O 4.901729 -0.090176 2.837069 0.304 0.000 0.156 -0.57
O 0.577797 0.102564 -0.421475 -0.232 -0.201 0.286 -0.45
C 0.574264 1.380484 -0.997976 -0.209 -0.216 -0.126 1.11
C 1.708587 1.489077 -1.983271 0.163 0.108 -0.025 -1.69
F 0.762275 2.306549 0.026322 -0.030 -0.182 -0.100 -0.43
H 0.610152 6.038982 -0.894872 0.068 0.071 -0.021 0.28
H 0.274361 7.672469 -1.459799 -0.014 0.007 0.012 0.33
H -0.997204 6.711141 -0.723383 0.002 0.017 0.023 0.27
H -1.602381 6.091830 -2.862714 0.030 0.105 -0.085 0.29
H -0.142973 6.766082 -3.544918 -0.029 0.023 0.003 0.38
H 0.536532 4.660502 -4.010982 0.052 0.072 0.018 0.37
H 0.715401 4.392173 -2.280263 0.148 0.042 -0.153 0.05
H -2.009409 4.029694 -3.499779 0.028 0.006 -0.036 0.53
H -0.790421 2.827269 -3.823650 -0.063 -0.062 0.031 0.41
H -0.989760 3.577829 -0.938487 -0.002 -0.034 0.041 0.50
H -2.451914 2.880421 -1.569794 -0.031 -0.048 -0.079 0.40
H -0.747587 1.095767 -2.600209 -0.257 -0.097 0.060 0.16
H -0.870700 0.941766 1.220361 -0.249 -0.158 0.192 0.25
H -3.377391 -0.056070 0.442524 0.469 0.549 -0.339 0.89
H -2.934691 -1.712785 0.964980 0.073 -0.045 0.240 0.74
H -2.038881 0.080825 3.050402 0.083 -0.115 -0.036 0.32
H -3.679358 0.514918 2.649779 0.092 0.101 0.054 0.42
H -4.564151 -1.642450 3.164880 -0.010 -0.025 -0.042 0.37
H -3.479140 -1.210311 4.484892 -0.020 0.017 0.014 0.46
H -1.717181 -2.657961 0.150843 0.345 -0.262 -0.027 0.56
H -0.176111 -2.288612 -0.661513 0.250 0.681 0.117 0.82
H -3.010216 -1.478566 -1.368567 -0.160 0.032 -0.673 -0.87
H -1.596430 -1.022525 -2.411893 -0.080 0.017 -0.047 -0.09
H -1.189835 -3.262657 -3.098215 0.022 -0.062 0.058 0.52
H -2.922199 -2.967906 -3.309910 0.038 -0.022 -0.020 0.43
H -1.468418 -5.733779 -2.739445 -0.017 -0.013 0.010 0.33
H -0.510266 -4.911790 -1.484930 -0.016 0.024 0.005 0.32
H -1.845146 -5.983439 -1.017014 -0.021 -0.024 -0.028 0.25
H 1.724603 -1.615677 1.028703 -0.082 0.030 -0.049 0.42
H 1.493635 -0.248380 2.138984 0.061 -0.032 -0.071 0.39
H 1.172923 -1.729714 3.988641 -0.088 -0.018 -0.011 0.27
H 0.528970 -2.990373 2.916659 -0.004 -0.010 0.057 0.40
H 2.537202 -3.772116 3.510450 -0.004 -0.009 -0.081 0.26
H 4.448891 -2.810522 3.912928 0.004 0.066 0.077 0.55
H 3.407062 -1.410323 4.225033 -0.014 -0.017 -0.008 0.25
H 3.718818 -1.061027 1.569280 -0.140 -0.082 0.091 -0.31
H 5.394494 -3.218602 1.804707 -0.023 -0.002 -0.038 0.35
H 6.516386 -1.895010 2.168458 -0.032 -0.107 0.094 0.35
H 5.660197 -1.924055 0.638705 0.053 0.050 -0.003 0.36
H 5.704409 -0.239073 3.361973 -0.313 0.053 -0.204 0.35
H 1.384950 1.225990 -2.988616 0.014 -0.058 0.018 0.33
H 2.084646 2.509452 -1.996651 0.015 -0.006 -0.021 0.41
H 2.505962 0.812991 -1.680821 0.067 0.095 0.011 0.48
Pd -4.637881 -1.192501 -0.679870 -0.056 0.120 0.427 -0.05
```
Positions in Å, forces in eV/Å.

Summary:
frontier orbital gap	4.532	eV
electronic energy	-2247.646319	Eh
charge	+1

DFT (wB97M-V/def2-TZVPD) results for a structure of composition C20H43ErOP3Se in a non-equilibrium geometry.

```
69
Properties=species:S:1:pos:R:3:forces:R:3:mulliken_spin:R:1
Er -0.857458 -0.312630 0.132307 2.873 -0.900 2.891 3.04
P -1.768057 -2.667601 1.085544 -1.090 -2.206 0.912 0.00
P 1.459603 -0.473030 2.173420 0.702 -0.124 0.977 0.00
P 1.205619 -1.240322 -1.383120 1.120 -0.570 -0.762 -0.02
H -3.579935 0.996697 -1.248531 0.683 0.367 0.026 0.00
C -2.964111 0.188482 -1.641729 0.556 0.469 -1.782 -0.01
C -1.611347 0.097196 -1.869231 -3.074 0.067 -3.100 0.01
H -0.811148 0.921416 -1.914135 -1.148 -0.847 0.363 -0.01
C -3.185733 -2.326371 2.209706 -0.212 0.578 0.054 0.00
C -0.821999 -3.875589 2.075988 0.814 -0.135 0.217 0.00
C -2.582637 -3.740339 -0.164954 0.043 0.225 -0.627 0.00
C 2.807472 0.766865 2.300948 -0.114 0.321 -0.412 0.00
C 0.729897 -0.228077 3.843324 -0.289 0.006 -0.019 0.00
C 2.479262 -1.975160 2.538215 -0.324 -0.212 -0.402 0.00
C 1.014826 -1.192549 -3.206639 -0.413 -0.068 0.175 0.00
C 1.496643 -3.021639 -1.073774 -0.148 -0.144 0.065 0.00
C 2.846822 -0.522754 -1.207078 0.325 0.292 0.010 0.00
H -3.612311 -0.562697 -2.128572 0.526 -0.271 0.928 0.00
H -1.367511 -0.927395 -2.270236 0.233 1.351 -0.023 0.00
H -3.563962 -1.307104 2.040921 -0.144 -0.297 0.058 0.00
H -2.893026 -2.390161 3.267335 0.011 -0.063 -0.330 0.00
H -3.998416 -3.041427 2.010174 0.305 0.261 0.152 0.00
H -0.461019 -3.444187 3.017824 -0.275 0.084 -0.137 0.00
H 0.082737 -4.215734 1.558947 -0.247 0.023 -0.141 0.00
H -1.416402 -4.768025 2.323363 -0.066 0.388 -0.199 0.00
H -3.039563 -3.102364 -0.936966 -0.049 -0.271 0.162 0.00
H -3.373829 -4.363970 0.281996 0.403 0.254 -0.044 0.00
H -1.858495 -4.389986 -0.675912 -0.126 0.165 0.204 0.00
H 3.391253 0.584017 3.214647 -0.235 0.013 -0.252 0.00
H 2.379811 1.773150 2.337164 0.107 -0.066 0.031 0.00
H 3.476686 0.722513 1.435461 -0.089 -0.005 0.194 0.00
H 1.500464 -0.449715 4.597149 -0.320 0.127 -0.177 0.00
H -0.136399 -0.881937 4.008819 0.222 0.070 0.049 0.00
H 0.401882 0.812971 3.958304 0.121 -0.211 0.031 0.00
H 3.058628 -1.783456 3.455326 -0.225 -0.062 -0.349 0.00
H 3.174405 -2.182260 1.714048 -0.115 0.039 0.231 0.00
H 1.843725 -2.859107 2.684894 0.240 0.214 0.015 0.00
H 1.755856 -1.865899 -3.664488 -0.292 0.296 0.064 0.00
H 1.128701 -0.168699 -3.596447 0.029 -0.296 0.138 0.00
H -0.003793 -1.538530 -3.431099 0.472 -0.084 -0.403 0.00
H 2.227510 -3.330499 -1.836980 -0.205 -0.186 0.364 0.00
H 0.570190 -3.609159 -1.186813 0.367 0.161 -0.102 0.00
H 1.897188 -3.209190 -0.063907 -0.076 0.152 -0.413 0.00
H 3.460349 -0.929198 -2.022580 0.061 0.134 0.334 0.00
H 3.300326 -0.735246 -0.234035 -0.041 -0.050 -0.265 0.00
H 2.766315 0.562825 -1.328001 0.117 -0.099 -0.029 0.00
C 1.349704 3.646383 -2.614502 -0.348 -0.175 -0.527 0.00
C 0.107441 4.055938 -3.116601 -0.061 0.373 0.457 0.00
C -0.083698 4.116449 -4.497410 -0.037 0.090 -0.445 0.00
C 0.922699 3.723946 -5.382209 0.589 -0.518 0.667 0.00
C 2.134813 3.209953 -4.860278 -0.680 0.316 -0.282 0.00
C 2.344748 3.175345 -3.485639 -0.175 0.431 0.270 0.00
Se 1.678721 3.908940 -0.740543 -0.011 -0.548 -0.007 0.00
H 2.880560 3.059686 -0.740453 -0.053 0.139 0.111 0.00
H -0.677782 4.444019 -2.426526 0.668 -0.336 -0.633 0.00
H -1.008445 4.529832 -4.911549 0.273 -0.206 0.267 0.00
H 0.780611 3.802492 -6.457469 0.018 -0.002 0.246 0.00
H 2.934970 2.890390 -5.527008 -0.234 0.095 0.110 0.00
H 3.319498 2.903788 -3.086572 -0.120 -0.054 -0.129 0.00
C -2.254558 3.351121 2.029267 0.171 0.065 -0.315 0.00
C -2.111835 1.895930 2.187896 -0.125 0.743 0.165 0.00
C -2.487205 1.360494 3.499153 0.036 -0.668 0.831 0.00
O -1.681534 1.180813 1.257415 -0.619 0.754 0.932 0.00
H -1.756188 3.803127 2.890021 -0.113 0.264 -0.063 0.00
H -3.321711 3.587895 2.114761 0.075 0.147 0.018 0.00
H -1.842361 3.735211 1.094169 -0.097 -0.109 0.140 0.00
H -2.335394 0.271402 3.647341 -0.105 0.731 -0.275 0.00
H -1.901433 1.922070 4.256448 -0.352 -0.315 -0.241 0.00
H -3.540646 1.630634 3.689675 0.289 -0.107 0.022 0.00
```
Positions in Å, forces in eV/Å.

Summary:
frontier orbital gap (alpha / beta)	4.529 / 4.619	eV
electronic energy	-5302.666234	Eh
charge	+3
expectation value of S²	3.7534
spin multiplicity	4